[1]
131
Properties=species:S:1:pos:R:3 method="wB97M-V/def2-TZVPD" smiles="CN(C)B(O)OC(=O)OP(=N)(O)O.c1ccccc1.c1ccccc1.c1ccccc1.c1ccccc1.c1ccccc1.c1ccccc1.c1ccccc1.c1ccccc1.c1ccccc1" orbital_gap_ev=8.9 total_charge=0 e_homo_ev=-9.13
C 0.180 3.757 2.454
N 0.653 2.757 1.494
C 1.555 1.765 2.103
B -0.412 2.174 0.738
O -1.583 1.778 1.308
O -0.346 2.040 -0.683
C 0.664 1.301 -1.164
O 1.777 1.692 -1.299
O 0.308 0.039 -1.583
P 0.793 -1.191 -0.647
N 2.277 -1.286 -0.320
O -0.081 -1.121 0.684
O 0.229 -2.453 -1.407
H 1.036 4.130 3.002
H -0.234 4.604 1.920
H -0.550 3.378 3.167
H 2.083 2.238 2.920
H 2.292 1.453 1.372
H 1.050 0.876 2.477
H -1.998 1.066 0.817
H 2.825 -0.534 -0.717
H -1.027 -1.002 0.538
H -0.193 -3.070 -0.795
C 5.085 6.757 3.423
C 5.636 5.492 3.278
C 5.015 4.554 2.465
C 3.847 4.884 1.792
C 3.298 6.150 1.936
C 3.915 7.086 2.753
H 5.568 7.488 4.058
H 6.550 5.237 3.799
H 5.442 3.565 2.356
H 3.363 4.153 1.156
H 2.387 6.406 1.410
H 3.485 8.072 2.869
C -3.197 5.896 5.393
C -3.105 6.672 6.540
C -2.431 6.189 7.653
C -1.843 4.932 7.618
C -1.936 4.158 6.471
C -2.615 4.638 5.362
H -3.722 6.272 4.524
H -3.557 7.654 6.566
H -2.363 6.793 8.548
H -1.314 4.558 8.485
H -1.478 3.177 6.438
H -2.687 4.027 4.471
C 3.949 -0.855 -4.484
C 4.711 -1.514 -5.438
C 4.289 -2.736 -5.943
C 3.100 -3.296 -5.498
C 2.336 -2.636 -4.545
C 2.763 -1.418 -4.037
H 4.280 0.097 -4.089
H 5.635 -1.073 -5.789
H 4.887 -3.252 -6.683
H 2.769 -4.247 -5.893
H 1.409 -3.072 -4.197
H 2.171 -0.906 -3.293
C -2.249 -4.118 1.320
C -2.528 -5.122 2.239
C -3.389 -6.156 1.898
C -3.952 -6.197 0.631
C -3.661 -5.211 -0.294
C -2.813 -4.170 0.050
H -1.579 -3.308 1.586
H -2.079 -5.094 3.223
H -3.618 -6.930 2.619
H -4.617 -7.005 0.356
H -4.098 -5.254 -1.284
H -2.591 -3.397 -0.679
C 10.775 0.181 -4.838
C 9.925 -0.404 -5.765
C 8.689 -0.890 -5.362
C 8.301 -0.785 -4.034
C 9.151 -0.197 -3.108
C 10.389 0.283 -3.510
H 11.740 0.558 -5.152
H 10.225 -0.482 -6.801
H 8.029 -1.352 -6.084
H 7.335 -1.161 -3.720
H 8.848 -0.114 -2.073
H 11.054 0.737 -2.787
C -7.644 -6.415 -3.826
C -7.644 -5.783 -2.591
C -7.201 -6.460 -1.463
C -6.752 -7.768 -1.574
C -6.749 -8.400 -2.810
C -7.198 -7.725 -3.935
H -7.992 -5.888 -4.704
H -7.989 -4.761 -2.507
H -7.204 -5.966 -0.500
H -6.401 -8.298 -0.698
H -6.396 -9.419 -2.895
H -7.200 -8.219 -4.898
C -4.471 -1.807 -5.278
C -3.215 -1.399 -4.852
C -2.404 -2.273 -4.143
C -2.843 -3.563 -3.878
C -4.095 -3.976 -4.314
C -4.913 -3.094 -5.005
H -5.104 -1.122 -5.827
H -2.869 -0.401 -5.073
H -1.425 -1.954 -3.806
H -2.205 -4.254 -3.341
H -4.434 -4.985 -4.116
H -5.891 -3.414 -5.339
C -4.905 3.716 -3.525
C -3.650 4.276 -3.330
C -2.640 3.528 -2.743
C -2.881 2.217 -2.358
C -4.136 1.658 -2.552
C -5.150 2.407 -3.133
H -5.694 4.300 -3.980
H -3.460 5.296 -3.636
H -1.662 3.965 -2.586
H -2.091 1.636 -1.907
H -4.327 0.639 -2.247
H -6.130 1.972 -3.279
C 2.287 0.901 9.515
C 1.540 2.016 9.164
C 1.150 2.201 7.846
C 1.501 1.270 6.880
C 2.246 0.153 7.231
C 2.642 -0.029 8.549
H 2.594 0.757 10.543
H 1.262 2.741 9.918
H 0.574 3.075 7.569
H 1.194 1.414 5.851
H 2.520 -0.574 6.478
H 3.227 -0.897 8.822


[2]
76
Properties=species:S:1:pos:R:3 method="wB97M-V/def2-TZVPD" orbital_gap_ev="4.2 / 4.2" total_charge=-2 e_homo_ev="0.35 / 0.35"
Rh -0.288 0.546 1.093
C 4.079 0.245 2.874
C 2.576 0.320 2.650
S 2.114 0.273 0.946
C 1.720 0.383 3.686
C 2.199 0.403 5.121
S -0.039 0.425 3.550
H 4.585 0.143 1.914
H 4.359 -0.614 3.493
H 4.468 1.145 3.364
H 3.259 0.163 5.227
H 1.621 -0.315 5.712
H 2.029 1.388 5.572
C -4.012 0.152 1.255
As -2.453 1.105 0.557
C -3.032 1.284 -1.307
C -2.841 2.977 1.067
C -4.132 3.502 1.085
C -4.364 4.838 1.376
C -3.287 5.670 1.640
C -1.997 5.152 1.626
C -1.758 3.810 1.351
As 0.023 2.972 1.386
C 0.939 4.057 0.025
C 0.793 3.841 2.965
H -4.941 0.426 0.751
H -4.086 0.344 2.325
H -3.797 -0.906 1.099
H -4.074 1.610 -1.371
H -2.902 0.326 -1.805
H -2.382 2.017 -1.784
H -4.978 2.857 0.867
H -5.375 5.230 1.393
H -3.454 6.718 1.862
H -1.158 5.808 1.843
H 1.053 5.101 0.323
H 0.370 3.993 -0.903
H 1.916 3.599 -0.131
H 0.705 4.929 2.934
H 1.845 3.554 2.996
H 0.299 3.423 3.840
C -0.763 -1.092 0.314
Ge 0.401 -1.886 -1.039
C 2.207 -1.447 -1.781
C 2.388 -0.254 -2.486
C 3.647 0.166 -2.900
C 4.766 -0.601 -2.610
C 4.611 -1.782 -1.892
C 3.351 -2.189 -1.480
C 0.499 -3.863 -0.735
C 1.229 -4.756 -1.521
C 1.215 -6.126 -1.275
C 0.460 -6.636 -0.227
C -0.274 -5.763 0.566
C -0.255 -4.397 0.315
C -0.825 -1.798 -2.617
C -2.158 -2.170 -2.408
C -3.095 -2.127 -3.435
C -2.723 -1.708 -4.706
C -1.402 -1.353 -4.939
C -0.468 -1.407 -3.908
H 1.531 0.386 -2.671
H 3.756 1.107 -3.429
H 5.752 -0.272 -2.920
H 5.482 -2.375 -1.632
H 3.256 -3.093 -0.888
H 1.824 -4.375 -2.345
H 1.794 -6.798 -1.901
H 0.445 -7.702 -0.032
H -0.864 -6.153 1.389
H -0.825 -3.707 0.930
H -2.452 -2.472 -1.409
H -4.123 -2.412 -3.239
H -3.454 -1.663 -5.506
H -1.096 -1.033 -5.930
H 0.561 -1.142 -4.120


[3]
53
Properties=species:S:1:pos:R:3 method="wB97M-V/def2-TZVPD" multiplicity=3 orbital_gap_ev="3.9 / 4.6" total_charge=0 e_homo_ev="-4.45 / -5.13"
P -0.224 -2.093 -1.603
P 0.229 2.076 -1.522
C -0.467 -0.594 -2.738
C 0.442 0.690 -2.700
H -1.531 -0.328 -2.727
H -0.292 -1.039 -3.730
H 1.516 0.442 -2.685
H 0.275 1.232 -3.651
C -1.385 2.817 -1.834
H -1.670 3.466 -0.990
H -2.160 2.049 -1.983
H -1.325 3.416 -2.753
C 1.469 3.360 -1.781
H 1.178 3.938 -2.674
H 2.456 2.901 -1.941
H 1.492 4.034 -0.909
C -1.382 -3.295 -2.283
H -1.443 -4.163 -1.615
H -0.982 -3.610 -3.259
H -2.372 -2.847 -2.420
C 1.375 -2.690 -2.219
H 2.098 -1.888 -2.415
H 1.190 -3.203 -3.171
H 1.822 -3.406 -1.522
Pd 1.085 0.346 4.508
C 0.241 1.701 0.236
C -1.126 1.322 0.626
C -1.754 0.158 0.053
C -1.617 -1.157 0.864
C -0.458 -2.042 0.349
C 0.924 -1.725 0.597
C 1.559 -0.526 0.061
C 1.374 0.765 0.874
C 0.337 -1.429 4.323
H 0.469 2.679 0.687
H -1.432 1.580 1.645
H -1.251 0.013 -0.911
H -2.825 0.321 -0.185
H -1.520 -0.947 1.948
H -2.554 -1.710 0.748
H -0.714 -3.101 0.576
H 1.446 -2.254 1.395
H 1.132 -0.335 -0.937
H 2.641 -0.713 -0.088
H 1.142 0.528 1.934
H 2.324 1.317 0.891
H 0.902 -1.972 5.106
H 0.483 -1.838 3.315
H -0.719 -1.292 4.603
F -1.002 1.580 6.073
C 0.071 1.957 5.303
F -0.413 2.878 4.403
F 0.947 2.633 6.127


[4]
75
Properties=species:S:1:pos:R:3 method="wB97M-V/def2-TZVPD" orbital_gap_ev=7.3 total_charge=+2 e_homo_ev=-12.82
Pt 1.420 -1.002 1.168
C -4.092 -1.565 1.039
N -2.741 -1.116 1.384
C -1.601 -1.377 0.759
N -0.626 -0.710 1.364
C -1.246 -0.042 2.380
N -2.532 -0.264 2.409
C -4.534 -1.093 -0.329
C -5.498 -1.813 -1.024
C -5.933 -1.381 -2.269
C -5.394 -0.244 -2.846
C -4.423 0.475 -2.156
C -4.010 0.060 -0.893
C -3.789 1.633 -2.772
N -4.019 2.163 -3.923
N -3.095 3.171 -4.092
C -2.364 3.188 -3.031
O -2.747 2.235 -2.145
C -1.207 4.022 -2.734
C -0.678 4.858 -3.717
C 0.458 5.596 -3.443
C 1.066 5.515 -2.195
C 0.522 4.708 -1.206
C 1.166 4.610 0.158
N 1.693 3.262 0.387
C 1.090 2.214 0.940
N 1.899 1.165 0.890
C 3.012 1.652 0.270
N 2.917 2.917 -0.044
C -0.612 3.958 -1.482
H -4.744 -1.161 1.812
H -4.126 -2.652 1.095
H -1.499 -2.019 -0.098
H -0.739 0.603 3.079
H -5.917 -2.713 -0.588
H -6.692 -1.943 -2.796
H -5.706 0.096 -3.824
H -3.279 0.656 -0.360
H -1.166 4.906 -4.682
H 0.879 6.237 -4.206
H 1.967 6.082 -1.994
H 0.446 4.820 0.949
H 1.998 5.303 0.236
H 0.109 2.243 1.382
H 3.901 1.079 0.075
H -1.042 3.317 -0.721
N 3.508 -1.631 1.070
C 4.074 -1.926 2.386
C 5.409 -2.138 2.565
C 5.918 -2.477 3.837
C 5.075 -2.605 4.903
C 3.688 -2.376 4.746
C 2.757 -2.473 5.805
C 1.434 -2.229 5.564
C 1.040 -1.858 4.266
N 1.887 -1.744 3.269
C 3.193 -2.019 3.477
H 4.180 -1.107 0.520
H 3.322 -2.505 0.578
H 6.087 -2.070 1.721
H 6.979 -2.649 3.952
H 5.453 -2.876 5.881
H 3.102 -2.734 6.797
H 0.692 -2.292 6.347
H -0.001 -1.646 4.057
N 0.084 -4.103 -4.576
C 0.308 -3.225 -3.605
N 0.276 -1.913 -3.889
N 0.534 -3.697 -2.391
C 0.800 -3.035 -1.327
N 1.050 -2.588 -0.279
H -0.149 -3.822 -5.512
H 0.085 -5.085 -4.354
H 0.181 -1.576 -4.832
H 0.546 -1.251 -3.183


Number 1: total energy -3137.72283 hartree. Number 2: total energy -8734.97188 hartree. Number 3: total energy -1738.05241 hartree. Number 4: total energy -2158.83656 hartree.